DFT (wB97M-V/def2-TZVPD) results for a 2-piece molecular cluster, C2H6ClO2P overall at a distorted geometry.

Last column: Mulliken charge in e.
CARTESIAN COORDINATES (ANGSTROEM)
C 1.19 -0.45 0.05  -0.618
C -0.69 -0.62 1.28  -0.093
O -1.61 -1.16 0.54  -0.412
O 0.61 -0.10 -1.12  -0.240
P 0.62 1.43 -1.74  0.044
Cl -0.96 1.03 2.01  -0.221
H 1.67 -1.41 0.13  0.367
H 1.75 0.38 0.63  0.360
H -0.02 -1.14 2.02  0.381
H -1.93 -0.82 -0.30  0.370
H -0.29 0.98 -2.66  0.032
H -0.34 1.88 -0.84  0.031

Output
molar mass: 128.495 g mol⁻¹
multiplicity: 3
gap between HOMO and LUMO (spin up / spin down): 0.2247 / 0.3407 hartree
HOMO level (spin up / spin down): -0.2029 / -0.3653 Eh
E: -28071.3585 eV
total charge: 0